[1]
# C18H44N4O5Si

5 unconnected molecules or ions with the total composition C18H44N4O5Si (ωB97M-V/def2-TZVPD, the OMol25 dataset).

For the gap between HOMO and LUMO, the calculation gives 9.50 eV. Its LUMO energy is 0.65 eV. The multiplicity is 1. For the total energy, the calculation gives -1596.84481 Eh. As for the highest occupied orbital energy: -8.85 eV.

Element x y z (Å)
C (-0.23221, 0.73750, 2.62585)
C (-1.47203, 0.83258, 1.55680)
C (-1.26754, 1.92660, 0.35148)
C (-2.85265, 1.02897, 2.41867)
C (-3.21096, 2.57819, 2.81759)
C (-4.07197, 0.32168, 1.56937)
O (-4.74957, -0.63030, 2.47730)
Si (-6.32735, 0.15519, 2.79799)
H (-0.37904, 1.48698, 3.51445)
H (-0.25605, -0.35156, 3.11361)
H (0.80740, 0.81862, 2.08517)
H (-1.53458, -0.23429, 1.02704)
H (-0.37848, 2.69011, 0.53275)
H (-2.28764, 2.52320, 0.18370)
H (-1.04833, 1.41084, -0.69927)
H (-2.72733, 0.43188, 3.44029)
H (-2.30462, 3.31900, 2.65866)
H (-3.65002, 2.65601, 3.92220)
H (-4.07926, 2.99319, 2.11347)
H (-4.82867, 1.11701, 1.11268)
H (-3.68056, -0.31153, 0.64041)
H (-6.80396, -0.37270, 4.06933)
H (-7.17967, -0.21603, 1.64497)
H (-6.06090, 1.59283, 2.84948)
C (-5.12070, -4.67932, 2.95602)
N (-3.71161, -4.70728, 3.28830)
C (-3.10520, -5.97012, 3.65551)
C (-2.92980, -3.57148, 3.26629)
O (-1.73636, -3.52583, 3.53530)
H (-5.69469, -5.03292, 3.81760)
H (-5.29632, -5.34040, 2.10230)
H (-5.44569, -3.66742, 2.69917)
H (-2.68921, -5.88562, 4.66390)
H (-2.29274, -6.19158, 2.95696)
H (-3.84400, -6.77597, 3.62840)
H (-3.48967, -2.66806, 2.97425)
C (3.05640, -1.35635, 1.20198)
N (3.62550, -0.77394, 0.00463)
C (5.05888, -0.84006, -0.19129)
C (2.84731, -0.15922, -0.95365)
O (3.26345, 0.35162, -1.98546)
H (3.48822, -0.86071, 2.07645)
H (3.30011, -2.42250, 1.22739)
H (1.96982, -1.23603, 1.22143)
H (5.45402, 0.17663, -0.27637)
H (5.26683, -1.37754, -1.12134)
H (5.54012, -1.35320, 0.64599)
H (1.77334, -0.16471, -0.70576)
C (-1.44573, 1.81082, -5.61867)
N (-1.56605, 1.26381, -4.28338)
C (-2.77823, 1.51518, -3.53188)
C (-0.56467, 0.51226, -3.70528)
O (-0.60226, 0.02198, -2.58414)
H (-1.52794, 2.90033, -5.56367)
H (-2.25467, 1.41304, -6.23844)
H (-0.48520, 1.54571, -6.06879)
H (-2.52132, 2.03866, -2.60615)
H (-3.24449, 0.55858, -3.27760)
H (-3.47637, 2.12131, -4.11597)
H (0.31093, 0.38229, -4.36203)
C (7.85427, 2.59083, -4.41867)
N (7.73395, 2.04381, -3.08338)
C (6.52177, 2.29518, -2.33188)
C (8.73533, 1.29226, -2.50528)
O (8.69774, 0.80198, -1.38414)
H (7.77206, 3.68033, -4.36367)
H (7.04533, 2.19304, -5.03844)
H (8.81480, 2.32571, -4.86879)
H (6.77868, 2.81866, -1.40615)
H (6.05551, 1.33858, -2.07760)
H (5.82363, 2.90131, -2.91597)
H (9.61093, 1.16230, -3.16203)

[2]
# C18H44N6O8Y

A molecular structure, C18H44N6O8Y (ωB97M-V/def2-TZVPD, the OMol25 dataset).

As for the expectation value of S²: 0.750. For the gap between HOMO and LUMO (spin up / spin down), the calculation gives 1.55 / 8.45 eV. Its LUMO energy (spin up / spin down) is 0.41 / 0.39 eV. The multiplicity is 2. For the total energy, the calculation gives -1681.07449 Eh. As for the highest occupied orbital energy (spin up / spin down): -1.13 / -8.06 eV.

Element x y z (Å)
Y (-0.03958, 0.28262, 0.28434)
O (-2.19408, 0.52373, 0.15386)
H (-3.11588, 0.84669, 0.17671)
O (1.92429, 0.98657, 0.98134)
H (2.48295, 1.69111, 1.36350)
C (-0.10379, 3.89360, -0.04658)
O (0.06435, 2.68222, -0.19104)
N (-1.14969, 4.60002, -0.56417)
C (-1.22451, 6.00094, -0.32736)
C (-2.25156, 3.97533, -1.21223)
H (0.63672, 4.61013, 0.34128)
H (-2.05044, 6.35511, 0.28949)
H (-1.41214, 6.54529, -1.25287)
H (-0.36960, 6.48412, 0.14567)
H (-2.30745, 2.88801, -1.16031)
H (-3.19145, 4.36569, -0.82193)
H (-2.18473, 4.20971, -2.27464)
C (-1.59270, -1.99861, -2.12526)
O (-0.81966, -1.38360, -1.37654)
N (-2.68156, -2.74040, -1.72949)
C (-3.46862, -3.48628, -2.68825)
C (-2.89247, -2.99600, -0.30047)
H (-1.60428, -1.88645, -3.22047)
H (-3.40866, -4.57151, -2.60589)
H (-3.11075, -3.20481, -3.67860)
H (-4.51865, -3.22659, -2.55371)
H (-3.93086, -3.24891, -0.08625)
H (-2.16817, -3.74028, 0.03051)
H (-2.68466, -2.10426, 0.29088)
C (1.73116, 1.16622, -2.58686)
O (0.78807, 0.81424, -1.87541)
N (2.17743, 0.49150, -3.67505)
C (3.29181, 0.89966, -4.46945)
C (1.62298, -0.76510, -4.13229)
H (2.22267, 2.14413, -2.46720)
H (4.10980, 0.17967, -4.49426)
H (3.74425, 1.77916, -4.01133)
H (3.01315, 1.11646, -5.50069)
H (0.63560, -0.93017, -3.70109)
H (1.48084, -0.69659, -5.21081)
H (2.22172, -1.66951, -4.02432)
C (-1.30252, 1.25243, 3.49195)
O (-0.65161, 1.14834, 2.42399)
N (-2.31770, 2.07610, 3.58691)
C (-2.93657, 2.87577, 2.47275)
C (-3.06788, 2.30539, 4.79468)
H (-1.01471, 0.72463, 4.41433)
H (-2.73436, 3.94588, 2.51841)
H (-4.00133, 2.65553, 2.39606)
H (-2.56258, 2.56542, 1.49709)
H (-4.14896, 2.25853, 4.66359)
H (-2.73619, 1.63448, 5.58711)
H (-2.83409, 3.30519, 5.16053)
C (-0.56798, -2.37697, 2.63084)
O (-0.53446, -1.57720, 1.66986)
N (0.49509, -2.61217, 3.45889)
C (0.34354, -3.60231, 4.48359)
C (1.86673, -2.02056, 3.22486)
H (-1.39438, -3.08968, 2.77684)
H (0.85333, -3.25106, 5.38071)
H (0.80308, -4.53018, 4.14303)
H (-0.67590, -3.86980, 4.76163)
H (2.18948, -1.38243, 4.04749)
H (2.58681, -2.81110, 3.01361)
H (1.98498, -1.24786, 2.46523)
C (2.29085, -2.38823, -0.68826)
O (1.57482, -1.57440, -0.09080)
N (3.56222, -2.18802, -1.11042)
C (4.24379, -3.11868, -2.00395)
C (4.23121, -0.90486, -0.87600)
H (1.91291, -3.40670, -0.86734)
H (4.64653, -2.56043, -2.84908)
H (3.68416, -3.97902, -2.37100)
H (5.10471, -3.52745, -1.47496)
H (5.17916, -0.99588, -0.34571)
H (4.55585, -0.44449, -1.80915)
H (3.70029, -0.17094, -0.26971)